*a*
DFT (ωB97M-V/def2-TZVPD) results for one molecule with the formula C5H8N2O2.

Each line ends with the natural charge from an NBO analysis.
Positions of all 17 atoms, in Å:
C 2.663 0.493 0.553  -0.40
C 1.738 -0.453 0.411  -0.20
C 0.764 -0.626 -0.797  -0.25
N -0.575 -0.953 -0.548  -0.62
C -1.426 0.129 -0.048  0.22
C -0.948 1.289 0.438  -0.45
N -2.853 -0.208 -0.008  0.51
O -3.647 0.646 0.349  -0.37
O -3.237 -1.304 -0.363  -0.38
H 3.521 0.325 1.213  0.21
H 2.622 1.449 -0.030  0.19
H 2.013 -1.394 0.982  0.20
H 1.288 -1.346 -1.301  0.23
H 0.672 0.270 -1.393  0.19
H -1.027 -1.776 -0.818  0.42
H -1.714 2.068 0.866  0.26
H 0.147 1.392 0.494  0.24

Properties
HOMO	-9.0	eV
orbital gap	0.31633	Ha

*b*
DFT (ωB97M-V/def2-TZVPD) results for a 2-piece molecular cluster, C5H8N2O2 overall.

Each line ends with the natural charge from an NBO analysis.
Positions of all 17 atoms, in Å:
N -1.513 -0.767 0.760  -0.83
C -0.707 0.190 0.298  0.27
C -0.277 1.339 0.933  -0.38
C 0.460 2.164 0.010  0.53
O 0.973 3.263 0.203  -0.54
C 0.513 1.423 -1.322  -0.17
N 1.225 0.140 -1.218  -0.55
C -0.241 0.174 -1.131  -0.15
H -2.328 -1.060 0.241  0.40
H -1.385 -1.157 1.684  0.40
H -0.425 1.573 1.986  0.23
H 0.531 1.971 -2.264  0.23
H 1.524 -0.182 -2.137  0.36
H -0.838 -0.295 -1.913  0.21
O 0.938 -3.295 1.377  -0.94
H 0.052 -2.992 1.121  0.47
H 1.499 -2.488 1.372  0.48

Properties
HOMO	-9.1	eV
orbital gap	0.34806	Ha

Which structure is most stable, and how do the rest compare? From most to least stable: *b*, *a*.